Entry 1:
ORCA calculation (ωB97M-V/def2-TZVPD) on a structure of composition C14H25BCaO7P.

As for the charge: +1. The calculation puts the HOMO-LUMO gap at 3.51 eV.

```
49
Properties=species:S:1:pos:R:3:mulliken_charge:R:1
C -3.28 -0.10 -0.06 -0.7779
C -2.99 0.98 -1.16 0.0489
O -2.17 0.35 -2.17 -0.6127
C -2.07 2.10 -0.48 -0.6319
O -0.77 1.55 -0.47 0.2030
C 0.17 2.29 0.34 0.1434
B 0.41 3.86 0.08 0.6762
O -0.15 4.62 -0.98 -0.5044
O 1.29 4.54 0.95 -0.5785
O 1.40 1.73 -0.10 -0.4536
P 2.47 1.14 1.16 -0.2921
C 2.11 -0.70 0.81 -0.3057
C 1.05 -1.37 1.78 0.1104
C 1.03 -2.95 1.57 -1.1268
C 0.60 -3.14 0.10 0.4597
C 1.58 -2.97 -0.99 0.3307
C 1.26 -3.04 -2.39 -1.6996
C -0.18 -3.32 -2.78 -0.6732
C -1.15 -3.53 -1.70 -0.2999
C -0.79 -3.43 -0.28 -0.5001
O 1.31 1.33 2.42 -0.5744
C 0.11 1.89 1.90 0.0381
O -0.41 2.86 2.79 -0.5574
H -3.21 -1.12 -0.50 0.2091
H -4.27 0.11 0.42 0.3388
H -2.48 0.01 0.72 0.0224
H -3.92 1.44 -1.58 0.4111
H -1.77 1.01 -2.75 0.4028
H -2.18 3.02 -1.12 0.3034
H -2.49 2.32 0.53 0.3036
H 0.02 4.18 -1.82 0.2671
H 2.10 4.71 0.44 0.2951
H 3.57 0.66 1.98 0.0636
H 3.42 1.02 0.04 0.0235
H 3.05 2.46 1.30 0.0732
H 1.72 -0.75 -0.26 -0.4623
H 3.02 -1.36 0.83 0.5707
H 0.02 -1.04 1.49 -0.2196
H 1.28 -1.19 2.86 0.3673
H 0.22 -3.40 2.20 0.4030
H 1.98 -3.46 1.85 0.3761
H 2.62 -2.74 -0.66 0.3397
H 2.08 -2.85 -3.13 0.8066
H -0.42 -3.36 -3.86 0.7070
H -2.20 -3.72 -2.00 0.4126
H -1.58 -3.55 0.49 0.4206
H -0.64 1.05 1.97 0.1446
H -1.23 2.55 3.20 0.3956
Ca 0.44 -0.71 -2.98 1.6020
```



Entry 2:
ORCA calculation (ωB97M-V/def2-TZVPD) on a cluster of 6 separate species, C14H25BN7O5P2 in total.

As for the charge: -1. The calculation puts the HOMO-LUMO gap at 7.85 eV.

```
54
Properties=species:S:1:pos:R:3:mulliken_charge:R:1
C 1.38 -0.57 2.63 -0.8305
C 0.96 0.89 2.70 0.5271
O 1.29 1.58 3.65 -0.6841
N 0.29 1.40 1.59 0.2921
C 0.40 2.86 1.51 -1.1701
B -1.08 0.81 1.33 0.5876
O -1.39 0.76 -0.22 -0.4525
C -0.93 -0.21 -0.86 0.7674
N -0.53 -1.06 -1.55 -0.8620
P -2.58 1.96 1.97 -0.3500
P -4.29 0.69 2.13 0.7902
O -5.06 0.81 3.39 -0.6955
O -5.17 1.03 0.83 -0.5436
O -3.89 -0.84 1.77 -0.3409
H 0.53 -1.25 2.74 0.1881
H 2.11 -0.75 3.41 0.0603
H 1.84 -0.79 1.66 0.3423
H -0.09 3.37 2.35 0.3535
H 1.45 3.16 1.52 0.3031
H -0.05 3.19 0.57 0.3454
H -1.16 -0.31 1.77 -0.3204
H -2.35 2.22 3.33 0.0741
H -4.65 1.45 0.13 0.2491
H -3.40 -1.21 2.52 0.2528
C 0.44 0.40 -4.22 -0.5615
C 1.46 0.59 -5.24 0.1766
N 2.22 0.76 -6.08 -0.4297
H 0.16 1.36 -3.79 0.2572
H -0.44 -0.07 -4.66 0.2368
H 0.79 -0.24 -3.41 0.3065
C 5.85 0.51 -5.94 -0.4941
C 6.69 0.09 -4.83 0.2981
N 7.37 -0.24 -3.97 -0.3633
H 6.03 1.55 -6.18 0.2478
H 6.07 -0.09 -6.83 0.2467
H 4.79 0.39 -5.71 0.0750
C -4.38 -4.03 0.75 -0.7021
C -3.07 -4.06 1.40 0.3809
N -2.05 -4.04 1.92 -0.4213
H -5.03 -3.34 1.28 0.2136
H -4.28 -3.69 -0.28 0.2317
H -4.82 -5.03 0.76 0.3260
C 5.02 -0.84 5.46 -0.7641
C 4.62 -1.70 4.36 0.3760
N 4.31 -2.36 3.47 -0.3808
H 5.78 -0.14 5.12 0.2529
H 4.16 -0.28 5.82 0.2742
H 5.42 -1.44 6.28 0.2828
C -3.28 0.78 -2.94 -0.4454
C -3.70 1.97 -2.22 0.5026
N -4.04 2.90 -1.63 -0.5042
H -2.59 0.20 -2.32 -0.0918
H -4.14 0.16 -3.18 0.3324
H -2.77 1.06 -3.87 0.2570
```



Entry 3:
ORCA calculation (ωB97M-V/def2-TZVPD) on a structure of composition C14H25BeN3O5.

The calculation puts the HOMO-LUMO gap at 5.74 eV.

```
48
Properties=species:S:1:pos:R:3:mulliken_charge:R:1
Be -14.46 -4.08 18.96 1.1519
C -16.94 0.26 19.12 -1.4318
C -17.18 -1.11 18.43 0.2737
C -17.48 -0.90 16.90 -1.3071
O -16.18 -2.07 18.64 -0.6770
H -15.97 0.75 18.99 0.2696
H -17.20 0.27 20.18 0.3288
H -17.65 0.91 18.61 0.4328
H -18.06 -1.59 18.89 0.4377
H -18.37 -0.27 16.85 0.4293
H -17.70 -1.85 16.41 0.2735
H -16.59 -0.39 16.53 0.2710
C -16.81 -7.55 19.85 -1.0153
C -16.00 -6.25 19.82 0.8837
O -14.75 -6.22 20.03 -0.7003
O -16.52 -5.26 19.26 -0.6334
H -16.24 -8.17 20.54 0.2988
H -16.86 -7.93 18.83 0.2547
H -17.74 -7.37 20.38 0.3290
O -14.20 -2.89 21.09 -0.5909
C -13.69 -1.77 21.22 0.6519
N -14.13 -0.77 20.47 -0.1503
C -12.34 -1.59 21.91 -1.2336
H -13.69 0.13 20.48 0.1914
H -14.97 -0.97 19.93 0.1463
H -11.56 -1.22 21.25 0.3347
H -11.92 -2.54 22.23 0.2574
H -12.42 -0.99 22.82 0.3999
O -12.85 -2.08 17.72 -0.4412
C -12.67 -1.28 16.81 0.4843
N -13.75 -0.56 16.49 -0.3050
C -11.35 -1.09 16.03 -1.0943
H -14.66 -0.66 16.93 0.2202
H -13.60 0.25 15.91 0.1711
H -11.32 -0.46 15.13 0.3713
H -11.24 -2.10 15.62 0.2694
H -10.49 -0.86 16.65 0.2729
N -12.04 -4.58 19.79 0.2993
C -11.81 -5.13 20.98 -0.2847
C -10.52 -5.51 21.36 -0.7035
C -9.50 -5.49 20.45 -0.3231
C -9.69 -4.82 19.23 -0.5161
C -10.99 -4.42 18.96 -0.0921
H -12.60 -5.47 21.63 0.3924
H -10.31 -5.95 22.33 0.3882
H -8.46 -5.67 20.68 0.3473
H -8.86 -4.57 18.59 0.3963
H -11.17 -3.91 18.02 0.2710
```



Entry 4:
ORCA calculation (ωB97M-V/def2-TZVPD) on a structure of composition C14H25Br2N3O3SSe2Tl.

As for the charge: +1. The calculation puts the HOMO-LUMO gap (spin up / spin down) at 4.42 / 4.16 eV.

```
51
Properties=species:S:1:pos:R:3:mulliken_charge:R:1
Tl 0.02 1.37 -0.07 0.6320
O 1.51 3.57 4.95 -0.5334
C 1.48 2.76 3.79 -0.4055
C 2.71 2.93 2.93 0.4981
C 4.02 2.86 3.40 -0.3955
C 5.05 3.30 2.59 -0.3875
C 4.80 3.78 1.33 -0.4292
C 3.51 3.79 0.89 -0.3782
N 2.56 3.19 1.61 -0.2161
H 0.63 3.39 5.46 0.3375
H 0.62 2.90 3.12 0.2202
H 1.36 1.70 4.04 0.1985
H 4.21 2.45 4.40 0.3717
H 6.02 3.46 3.05 0.3775
H 5.56 3.99 0.64 0.4286
H 3.20 4.22 -0.08 0.3611
Br 2.47 -1.51 -0.64 -0.0530
C 2.25 -3.36 -1.08 -0.4507
Br 2.98 -4.61 0.22 -0.0694
H 2.87 -3.54 -1.95 0.3690
H 1.19 -3.49 -1.20 0.2278
O -1.22 -3.63 0.82 -0.3925
C -2.56 -3.42 1.15 -0.8991
C -3.04 -2.04 0.58 1.2691
C -4.59 -2.14 0.22 -1.0971
O -4.82 -3.08 -0.85 -0.5229
C -2.93 -0.90 1.62 -1.1347
Se -0.97 -0.38 2.07 -0.1612
C -2.29 -1.72 -0.70 -0.8429
Se -2.64 0.19 -1.30 -0.1423
H -0.66 -2.97 1.25 0.2857
H -2.76 -3.49 2.21 0.3010
H -3.14 -4.22 0.59 0.3858
H -4.86 -1.12 -0.15 0.3563
H -5.16 -2.34 1.13 0.5011
H -5.28 -3.87 -0.48 0.3558
H -3.40 -1.36 2.56 0.5282
H -3.50 0.00 1.37 0.4815
H -2.39 -2.48 -1.49 0.5118
H -1.27 -1.57 -0.42 0.1849
C -0.38 -0.68 -4.97 -0.9490
N 0.37 0.18 -4.08 -0.0217
C 0.29 1.49 -3.82 0.2528
N -0.69 2.30 -4.40 -0.4556
S 1.52 2.08 -2.82 -0.2815
H -1.41 -0.76 -4.72 0.3318
H 0.12 -1.70 -4.87 0.3102
H -0.17 -0.36 -6.02 0.3514
H 1.08 -0.29 -3.52 0.2263
H -1.64 1.93 -4.36 0.2786
H -0.60 3.23 -3.99 0.2846
```



Entry 5:
ORCA calculation (ωB97M-V/def2-TZVPD) on a structure of composition C14H25ClINOPSc.

As for the charge: +2. The calculation puts the HOMO-LUMO gap at 4.50 eV.

```
45
Properties=species:S:1:pos:R:3:mulliken_charge:R:1
C 2.74 -1.06 -1.92 -0.6263
I 2.88 1.79 -1.60 -0.0192
H 1.71 -0.65 -1.80 -0.0480
H 2.71 -2.05 -1.43 0.3537
H 2.95 -1.17 -2.98 0.3575
Sc -1.40 0.05 0.35 0.1979
P 0.30 0.41 -3.44 0.4595
C 1.70 0.78 -4.58 -1.2413
C -0.41 -0.96 -4.46 -1.1944
H -1.74 1.74 -3.31 0.3271
H -0.96 1.86 -4.95 0.3696
H -0.28 2.76 -3.54 0.3103
C -0.79 1.84 -3.86 -1.0606
H -1.34 -1.31 -4.01 0.3032
H -0.56 -0.57 -5.48 0.4129
H 1.34 0.68 -5.61 0.4428
H 2.50 0.05 -4.41 0.2757
H 0.33 -1.77 -4.47 0.3481
H 2.09 1.77 -4.37 0.3972
C 3.65 -0.16 -1.17 0.5054
O 4.48 -0.31 -0.33 -0.4503
Cl -2.92 -1.26 -0.80 -0.2847
C -2.34 -0.95 3.63 -0.8186
N -2.42 -0.05 2.42 -0.1134
C -3.69 0.72 2.32 -0.6704
C -1.26 1.00 2.47 -0.8414
C 0.04 0.29 2.72 1.3247
C 0.59 0.35 4.02 -0.5726
C 1.73 -0.39 4.30 -0.6355
C 2.38 -1.04 3.23 -0.6548
C 1.80 -1.05 1.93 -0.1322
C 0.57 -0.43 1.67 -0.3936
H -2.31 -0.36 4.56 0.3632
H -1.45 -1.57 3.48 0.3748
H -3.23 -1.58 3.52 0.4097
H -2.56 -0.89 1.65 0.4697
H -3.78 1.41 3.17 0.3895
H -3.66 1.27 1.36 0.3406
H -4.49 -0.02 2.30 0.4009
H -1.23 1.66 1.48 0.3881
H -1.56 1.75 3.23 0.5887
H 0.07 0.91 4.80 0.4205
H 2.15 -0.41 5.33 0.4192
H 3.29 -1.59 3.44 0.4493
H 2.41 -1.50 1.14 0.3578
```